No. 1
# C5H5NO

The molecule C5H5NO (the ωB97M-V functional and the def2-TZVPD basis, the Open Molecules 2025 dataset).

## Properties
* HOMO: -9.7 eV
* LUMO level: 0.87 eV
* total energy: -8800.443 eV
* charge: 0
* gap between HOMO and LUMO: 10.61 eV
* relative energy (zero: lowest compared OMol25 entry of this formula, charge and spin): 2.9764 eV
* SMILES string: N#C[C@H]1O[C@H]2C[C@H]21
* M: 95.10 g/mol

```
12
Properties=species:S:1:pos:R:3:forces:R:3
N 2.781 1.273 0.073 -1.1 -1.0 0.1
C 1.940 0.481 0.180 0.4 0.6 0.2
C 0.914 -0.596 0.250 -0.5 -0.2 1.2
O -0.046 -0.554 1.441 1.7 0.6 -0.7
C -1.147 -0.338 0.558 -0.1 -0.3 -0.8
C -0.948 0.808 -0.360 -0.1 0.5 0.0
C -0.252 -0.473 -0.690 -0.8 -0.3 0.2
H 1.467 -1.541 0.174 -0.4 0.0 0.4
H -2.161 -0.610 0.878 0.8 -0.5 -0.2
H -1.770 1.043 -1.028 -0.1 0.1 0.3
H -0.398 1.651 0.048 0.2 0.1 -0.4
H -0.381 -1.144 -1.525 0.0 0.5 -0.3
```
Positions in Å, forces in eV/Å.

***

No. 2
# C5H5NO

The molecule C5H5NO (the ωB97M-V functional and the def2-TZVPD basis, the Open Molecules 2025 dataset).

## Properties
* HOMO: -9.6 eV
* LUMO level: 0.15 eV
* total energy: -8799.685 eV
* charge: 0
* gap between HOMO and LUMO: 9.78 eV
* relative energy (zero: lowest compared OMol25 entry of this formula, charge and spin): 3.7336 eV
* SMILES string: OC=C=CC1=NC1
* M: 95.10 g/mol

```
12
Properties=species:S:1:pos:R:3:forces:R:3
O 0.885 1.575 -2.203 0.1 -0.2 -0.1
C 0.683 1.698 -0.865 0.0 0.0 0.4
C 0.940 0.790 0.045 -0.1 0.1 -0.1
C 0.959 -0.207 0.901 0.0 0.0 0.0
C -0.239 -1.025 1.005 0.0 -0.2 0.1
N -0.744 -2.033 1.558 0.3 0.3 -0.1
C -1.579 -1.261 0.537 -0.4 0.0 -0.2
H 1.157 0.667 -2.393 0.0 0.1 0.0
H 0.286 2.674 -0.605 0.1 -0.1 0.1
H 1.822 -0.453 1.519 -0.2 0.0 -0.1
H -2.414 -0.677 0.924 0.1 -0.1 0.0
H -1.757 -1.747 -0.423 0.0 0.0 0.2
```
Positions in Å, forces in eV/Å.

***

No. 3
# C5H5NO

The molecule C5H5NO (the ωB97M-V functional and the def2-TZVPD basis, the Open Molecules 2025 dataset).

## Properties
* HOMO: -10.3 eV
* LUMO level: 0.68 eV
* total energy: -8801.905 eV
* charge: 0
* gap between HOMO and LUMO: 10.99 eV
* relative energy (zero: lowest compared OMol25 entry of this formula, charge and spin): 1.5142 eV
* SMILES string: N#C[C@@H]1C[C@@H]1C=O
* M: 95.10 g/mol

```
12
Properties=species:S:1:pos:R:3:forces:R:3
N 1.461 -2.246 -1.191 -0.3 1.0 0.3
C 1.169 -1.153 -0.948 0.2 -0.9 -0.2
C 0.809 0.214 -0.652 0.0 -0.1 -0.1
C 0.757 0.675 0.774 0.0 0.0 0.2
C -0.530 0.533 0.004 -0.2 0.0 0.0
C -1.630 -0.451 0.329 -0.7 0.4 -0.1
O -2.780 -0.090 0.237 0.2 0.3 -0.1
H 1.158 0.930 -1.393 -0.1 -0.2 0.1
H 0.980 -0.059 1.541 -0.1 0.0 -0.1
H 1.115 1.681 0.981 -0.1 -0.2 0.0
H -0.987 1.454 -0.350 0.1 -0.1 0.1
H -1.523 -1.489 0.668 1.1 -0.1 0.0
```
Positions in Å, forces in eV/Å.

***

No. 4
# C5H5NO

A cluster of 2 separate species, C5H5NO in total (the ωB97M-V functional and the def2-TZVPD basis, the Open Molecules 2025 dataset).

## Properties
* HOMO: -8.7 eV
* LUMO level: 1.14 eV
* total energy: -8802.313 eV
* charge: 0
* gap between HOMO and LUMO: 9.84 eV
* relative energy (zero: lowest compared OMol25 entry of this formula, charge and spin): 1.1057 eV
* M: 95.10 g/mol

```
12
Properties=species:S:1:pos:R:3:forces:R:3
O 0.798 -2.215 1.787 0.0 0.1 -0.1
C 0.800 -1.128 1.475 0.3 -1.1 0.9
C -0.765 0.864 0.539 -0.3 -0.1 -0.2
N 0.561 1.123 0.227 -0.4 0.4 -0.7
C 0.927 0.244 -0.781 -0.1 -0.2 -0.3
C -0.148 -0.538 -1.109 0.2 0.1 -0.2
C -1.229 -0.140 -0.265 -0.2 0.2 0.1
H -1.241 1.358 1.378 0.0 0.2 -0.4
H 0.752 2.091 0.014 0.5 0.2 0.6
H 1.961 0.173 -1.102 -0.3 0.3 -0.2
H -0.173 -1.299 -1.882 0.1 0.1 0.3
H -2.242 -0.534 -0.278 0.3 0.0 0.2
```
Positions in Å, forces in eV/Å.